A molecular structure, C35H56O5SSe3Zr, computed with wB97M-V/def2-TZVPD.

Atoms and positions in Å:
Zr1 -0.25 1.54 -1.69
C1 4.50 -4.00 1.34
C2 3.01 -4.32 1.23
C3 2.85 -5.75 0.72
C4 2.37 -4.24 2.63
C5 2.33 -3.29 0.32
C6 2.38 -1.94 0.64
C7 1.73 -1.02 -0.14
Se1 1.75 0.84 0.34
C8 0.36 0.75 1.67
C9 0.71 0.59 2.99
C10 -0.28 0.46 3.96
C11 -1.59 0.53 3.53
C12 -1.99 0.71 2.20
C13 -0.98 0.81 1.24
O1 -1.22 0.94 -0.07
C14 -3.50 0.79 1.93
C15 -4.14 -0.55 2.33
C16 -4.11 1.91 2.78
C17 -3.89 1.07 0.47
C18 0.12 0.23 5.42
C19 -1.09 0.10 6.34
C20 0.94 -1.06 5.52
C21 0.97 1.41 5.91
C22 1.01 -1.37 -1.29
O2 0.38 -0.44 -2.00
C23 0.98 -2.73 -1.66
C24 1.63 -3.64 -0.83
C25 0.26 -3.19 -2.93
C26 0.92 -2.53 -4.15
C27 -1.24 -2.84 -2.85
C28 0.34 -4.70 -3.14
H1 5.00 -4.72 2.00
H2 4.98 -4.05 0.36
H3 4.68 -3.00 1.75
H4 3.36 -6.43 1.40
H5 1.81 -6.04 0.66
H6 3.31 -5.87 -0.27
H7 2.85 -4.96 3.30
H8 2.49 -3.25 3.07
H9 1.31 -4.46 2.59
H10 2.91 -1.60 1.52
H11 1.76 0.55 3.25
H12 -2.38 0.43 4.27
H13 -3.97 -0.79 3.38
H14 -5.22 -0.52 2.15
H15 -3.72 -1.37 1.73
H16 -3.96 1.76 3.85
H17 -3.67 2.87 2.51
H18 -5.18 1.97 2.60
H19 -3.57 0.28 -0.20
H20 -4.98 1.14 0.42
H21 -3.47 2.01 0.11
H22 -1.72 -0.75 6.06
H23 -0.76 -0.06 7.37
H24 -1.71 1.00 6.33
H25 0.36 -1.92 5.17
H26 1.85 -1.01 4.92
H27 1.24 -1.25 6.56
H28 0.40 2.34 5.85
H29 1.28 1.25 6.95
H30 1.87 1.53 5.31
H31 1.59 -4.69 -1.10
H32 1.06 -1.46 -4.02
H33 1.90 -2.96 -4.33
H34 0.31 -2.70 -5.05
H35 -1.41 -1.77 -2.70
H36 -1.74 -3.14 -3.77
H37 -1.70 -3.37 -2.02
H38 1.38 -5.05 -3.22
H39 -0.14 -5.25 -2.33
H40 -0.16 -4.96 -4.07
O3 -0.71 0.78 -3.83
C29 -0.26 1.36 -5.07
C30 -0.45 2.87 -5.06
C31 -0.42 3.27 -6.56
O4 -0.36 4.66 -6.78
C32 -1.84 3.22 -4.53
Se2 -2.13 3.24 -2.58
C33 0.69 3.63 -4.35
Se3 1.82 2.68 -3.01
H41 -0.29 -0.10 -3.72
H42 -0.86 0.91 -5.87
H43 0.79 1.11 -5.22
H44 -1.29 2.83 -7.07
H45 0.48 2.86 -7.02
H46 -1.21 5.05 -6.54
H47 -2.58 2.55 -4.97
H48 -2.10 4.24 -4.83
H49 0.29 4.51 -3.86
H50 1.41 3.96 -5.10
C34 1.92 5.02 0.05
S1 0.38 4.68 -0.80
C35 -0.70 5.69 0.19
O5 0.04 3.28 -0.31
H51 2.17 6.07 -0.09
H52 2.67 4.39 -0.42
H53 1.80 4.78 1.11
H54 -0.41 6.74 0.07
H55 -0.64 5.38 1.23
H56 -1.71 5.53 -0.19

HOMO-LUMO gap: 7.954 eV
net charge: 0
ΔE to the lowest compared entry with this formula, charge and spin: 0.009 eV

Here are the Mulliken charges for atoms 1 to 4, given in e:
1 Zr 0.724
2 C -1.696
3 C 2.258
4 C -2.235

***

A molecular structure, C35H57Br43ClFIn, computed with wB97M-V/def2-TZVPD.

Atoms and positions in Å:
C1 8.70 1.17 1.66
C2 7.68 0.01 1.67
C3 8.18 -1.10 0.71
C4 7.39 -1.16 -0.61
C5 6.18 -2.11 -0.51
C6 5.25 -1.85 -1.69
C7 3.92 -2.62 -1.65
C8 4.05 -4.14 -1.47
C9 2.78 -4.83 -0.93
C10 2.18 -4.12 0.29
C11 1.08 -4.92 1.02
C12 -0.31 -4.28 0.86
C13 -0.86 -3.66 2.18
C14 -0.37 -2.12 2.20
C15 -1.46 -1.16 1.70
In1 -0.58 0.89 1.72
Cl1 -1.29 2.00 3.83
C16 1.65 0.71 1.62
C17 2.25 0.09 2.91
C18 3.20 -1.04 2.56
F1 4.31 -0.51 1.90
C19 -1.20 2.21 0.00
Br1 -2.02 3.87 0.75
C20 -2.24 1.62 -0.93
C21 -1.72 0.43 -1.74
H1 9.68 0.73 1.80
H2 8.65 1.60 0.65
H3 8.47 1.92 2.42
H4 6.69 0.37 1.41
H5 7.65 -0.44 2.67
H6 8.09 -2.06 1.23
H7 9.24 -0.98 0.45
H8 8.03 -1.42 -1.46
H9 7.00 -0.16 -0.84
H10 5.69 -1.86 0.44
H11 6.58 -3.13 -0.50
H12 4.99 -0.78 -1.64
H13 5.79 -1.98 -2.63
H14 3.28 -2.14 -0.90
H15 3.42 -2.45 -2.61
H16 4.92 -4.42 -0.89
H17 4.23 -4.55 -2.47
H18 2.05 -4.98 -1.73
H19 3.08 -5.83 -0.59
H20 3.00 -3.83 0.96
H21 1.74 -3.19 -0.06
H22 1.07 -5.95 0.67
H23 1.32 -4.94 2.09
H24 -1.02 -5.03 0.52
H25 -0.31 -3.47 0.12
H26 -0.38 -4.21 2.98
H27 -1.94 -3.80 2.28
H28 0.48 -2.09 1.51
H29 -0.07 -1.79 3.20
H30 -2.30 -1.19 2.41
H31 -1.81 -1.52 0.73
H32 1.89 0.10 0.74
H33 2.05 1.72 1.53
H34 1.49 -0.25 3.63
H35 2.86 0.85 3.41
H36 3.55 -1.59 3.45
H37 2.74 -1.77 1.89
H38 -0.33 2.54 -0.56
H39 -2.50 2.39 -1.67
H40 -3.18 1.39 -0.43
H41 -2.54 0.07 -2.37
H42 -0.89 0.71 -2.40
H43 -1.37 -0.40 -1.13
C22 -2.09 -8.00 -0.81
Br2 -3.30 -6.98 0.29
Br3 -3.03 -9.35 -1.82
Br4 -1.03 -6.87 -1.95
H44 -1.41 -8.52 -0.15
C23 10.84 4.00 0.08
Br5 9.52 4.81 1.22
Br6 10.04 2.77 -1.17
Br7 11.91 5.32 -0.82
H45 11.50 3.43 0.71
C24 -8.25 -8.42 -0.46
Br8 -7.55 -6.63 -0.47
Br9 -7.95 -9.31 -2.15
Br10 -7.59 -9.45 1.02
H46 -9.33 -8.33 -0.34
C25 -3.22 6.35 4.27
Br11 -3.63 7.08 2.52
Br12 -1.50 5.51 4.31
Br13 -3.41 7.70 5.65
H47 -3.96 5.59 4.47
C26 -1.19 -2.73 6.52
Br14 -2.05 -4.22 7.41
Br15 0.60 -2.46 7.17
Br16 -1.21 -2.91 4.59
H48 -1.76 -1.85 6.78
C27 -11.30 -5.41 0.48
Br17 -10.80 -6.84 1.67
Br18 -10.15 -3.88 0.68
Br19 -11.35 -6.00 -1.35
H49 -12.30 -5.10 0.75
C28 -3.64 -3.55 -1.84
Br20 -3.93 -2.20 -0.50
Br21 -5.21 -3.81 -2.94
Br22 -2.08 -3.17 -2.91
H50 -3.45 -4.48 -1.32
C29 -1.02 1.93 -5.64
Br23 -1.39 2.59 -7.42
Br24 0.73 1.12 -5.53
Br25 -1.25 3.30 -4.31
H51 -1.74 1.16 -5.43
C30 -8.24 -6.04 -4.46
Br26 -6.97 -6.24 -5.89
Br27 -8.43 -4.20 -3.92
Br28 -9.95 -6.82 -4.91
H52 -7.85 -6.58 -3.61
C31 2.29 4.14 3.85
Br29 1.86 4.87 2.12
Br30 4.03 3.31 3.87
Br31 2.14 5.47 5.24
H53 1.55 3.37 4.06
C32 -1.34 4.32 -10.89
Br32 -2.54 2.82 -11.01
Br33 0.44 3.85 -11.47
Br34 -2.01 5.86 -11.83
H54 -1.27 4.59 -9.85
C33 -4.01 10.95 3.51
Br35 -4.28 12.24 4.93
Br36 -5.60 10.73 2.44
Br37 -2.48 11.39 2.43
H55 -3.81 10.00 3.98
C34 1.72 7.89 -9.78
Br38 0.91 6.40 -8.87
Br39 3.50 8.23 -9.14
Br40 1.68 7.67 -11.70
H56 1.12 8.77 -9.55
C35 -6.50 13.08 8.69
Br41 -6.47 14.66 7.60
Br42 -7.89 11.86 8.13
Br43 -4.78 12.22 8.73
H57 -6.74 13.39 9.70

HOMO-LUMO gap: 6.192 eV
net charge: -1

Here are the Mulliken charges for atoms 1 to 4, given in e:
1 C -1.093
2 C -0.093
3 C -0.965
4 C -0.967

***

7 unconnected molecules or ions with the total composition C35H57N2O14, computed with wB97M-V/def2-TZVPD.

Atoms and positions in Å:
O1 1.07 2.01 -2.95
C1 -0.09 1.52 -3.03
O2 -0.20 0.13 -3.35
C2 0.31 -0.66 -2.26
C3 1.85 -0.89 -1.99
C4 2.20 -1.82 -0.78
C5 1.00 -2.43 0.01
N1 -0.41 -2.21 -0.21
C6 -0.70 -1.36 -1.31
C7 -1.31 2.52 -2.82
C8 -1.74 3.04 -1.42
C9 -2.95 4.03 -1.33
N2 -3.62 4.48 -2.54
C10 -3.28 4.07 -3.88
C11 -2.10 3.04 -4.08
H1 2.66 -0.41 -2.66
H2 3.28 -2.05 -0.51
H3 1.29 -3.14 0.88
H4 -1.82 -1.17 -1.54
H5 -1.19 2.70 -0.47
H6 -3.31 4.41 -0.32
H7 -4.39 5.16 -2.43
H8 -3.86 4.46 -4.77
H9 -1.86 2.70 -5.14
O3 -1.02 3.62 3.48
C12 -0.44 2.56 3.46
O4 -0.80 1.60 2.59
C13 -0.07 0.39 2.36
C14 -0.44 -0.67 3.38
C15 0.64 2.26 4.46
H10 1.01 0.58 2.33
H11 -0.34 0.04 1.37
H12 -0.19 -0.36 4.40
H13 0.08 -1.61 3.17
H14 -1.51 -0.86 3.36
H15 0.18 1.94 5.40
H16 1.21 3.18 4.64
H17 1.36 1.51 4.13
O5 -4.79 1.55 -6.58
C16 -4.15 0.56 -6.84
O6 -2.93 0.66 -7.39
C17 -2.02 -0.44 -7.57
C18 -2.33 -1.19 -8.85
C19 -4.74 -0.81 -6.63
H18 -2.02 -1.09 -6.69
H19 -1.02 -0.01 -7.64
H20 -3.33 -1.63 -8.84
H21 -1.60 -1.99 -9.01
H22 -2.29 -0.51 -9.71
H23 -5.38 -1.06 -7.48
H24 -5.35 -0.79 -5.72
H25 -4.00 -1.59 -6.49
O7 3.10 0.53 -10.47
C20 2.72 1.35 -9.67
O8 1.54 1.18 -9.04
C21 1.07 1.99 -7.95
C22 0.40 3.25 -8.46
C23 3.50 2.61 -9.42
H26 1.88 2.20 -7.25
H27 0.34 1.39 -7.41
H28 1.09 3.88 -9.02
H29 0.00 3.84 -7.63
H30 -0.42 3.00 -9.13
H31 3.27 3.34 -10.20
H32 4.57 2.37 -9.46
H33 3.33 3.06 -8.44
O9 -1.60 -2.28 5.64
C24 -1.41 -1.85 6.75
O10 -0.27 -2.15 7.41
C25 0.15 -1.56 8.65
C26 -0.49 -2.27 9.83
C27 -2.46 -1.04 7.46
H34 -0.05 -0.48 8.65
H35 1.23 -1.68 8.70
H36 -1.58 -2.19 9.81
H37 -0.13 -1.84 10.77
H38 -0.25 -3.33 9.81
H39 -3.19 -1.72 7.90
H40 -2.96 -0.40 6.73
H41 -2.07 -0.38 8.23
O11 2.86 -5.56 6.38
C28 1.71 -5.80 6.68
O12 1.39 -6.97 7.27
C29 0.11 -7.27 7.82
C30 -0.84 -7.78 6.75
C31 0.61 -4.84 6.32
H42 -0.30 -6.42 8.36
H43 0.27 -8.06 8.56
H44 -1.01 -7.03 5.98
H45 -1.80 -8.06 7.18
H46 -0.41 -8.65 6.25
H47 0.32 -4.99 5.28
H48 0.99 -3.82 6.44
H49 -0.27 -4.91 6.96
O13 4.98 1.29 2.65
C32 4.53 2.19 1.98
O14 3.63 3.05 2.50
C33 3.18 4.25 1.85
C34 2.05 3.95 0.89
C35 4.91 2.32 0.53
H50 4.02 4.77 1.37
H51 2.82 4.91 2.64
H52 2.37 3.28 0.09
H53 1.68 4.87 0.43
H54 1.23 3.46 1.41
H55 4.29 1.64 -0.06
H56 5.96 2.04 0.41
H57 4.82 3.33 0.13

HOMO-LUMO gap: 5.887 eV
net charge: +1

Here are the Mulliken charges for atoms 1 to 4, given in e:
1 O -0.408
2 C 0.186
3 O -0.250
4 C 0.189

***

A molecular structure, C35H58BN10O4PTc, computed with wB97M-V/def2-TZVPD.

Atoms and positions in Å:
Tc1 0.15 0.42 -0.09
C1 3.11 -0.17 4.02
C2 2.64 0.52 2.74
C3 3.30 1.90 2.59
C4 2.92 -0.33 1.53
C5 4.07 -1.09 1.29
C6 3.88 -1.67 0.06
N1 2.68 -1.29 -0.41
N2 2.08 -0.46 0.49
B1 2.01 -1.61 -1.76
N3 1.81 -0.28 -2.52
C7 2.42 0.16 -3.62
C8 2.17 1.50 -3.76
C9 1.37 1.85 -2.66
N4 1.15 0.75 -1.92
C10 0.93 3.22 -2.26
C11 0.50 4.02 -3.48
C12 2.07 3.93 -1.52
N5 0.63 -2.23 -1.47
C13 0.19 -3.46 -1.71
C14 -1.08 -3.58 -1.19
C15 -1.37 -2.34 -0.61
N6 -0.32 -1.53 -0.79
C16 -2.63 -1.93 0.09
C17 -2.65 -2.46 1.53
C18 -3.85 -2.41 -0.69
H1 2.81 0.42 4.88
H2 4.20 -0.26 4.04
H3 2.68 -1.17 4.12
H4 1.57 0.65 2.81
H5 4.39 1.78 2.51
H6 3.08 2.52 3.45
H7 2.95 2.41 1.70
H8 4.93 -1.20 1.94
H9 4.50 -2.33 -0.52
H10 2.69 -2.37 -2.40
H11 3.00 -0.52 -4.23
H12 2.52 2.15 -4.54
H13 0.08 3.12 -1.58
H14 1.31 4.08 -4.22
H15 0.26 5.04 -3.19
H16 -0.38 3.59 -3.96
H17 2.94 4.04 -2.17
H18 2.37 3.36 -0.63
H19 1.76 4.92 -1.19
H20 0.80 -4.17 -2.25
H21 -1.72 -4.45 -1.23
H22 -2.63 -0.84 0.11
H23 -2.52 -3.55 1.53
H24 -3.61 -2.23 2.00
H25 -1.86 -2.01 2.13
H26 -3.92 -3.50 -0.70
H27 -3.83 -2.06 -1.73
H28 -4.76 -2.03 -0.22
O1 0.17 3.49 2.52
C19 0.08 2.44 1.95
O2 0.61 2.17 0.77
C20 -0.69 1.22 2.53
O3 -1.30 1.27 3.57
O4 -0.59 0.15 1.76
N7 -1.51 1.10 -0.70
P1 -2.84 1.67 -1.23
N8 -4.09 0.98 -0.39
C21 -5.50 1.26 -0.73
C22 -6.30 1.65 0.51
C23 -6.32 0.52 1.54
C24 -5.03 -0.30 1.48
C25 -3.87 0.57 1.02
N9 -3.03 1.35 -2.85
C26 -4.18 1.60 -3.74
C27 -3.72 2.29 -5.02
C28 -2.65 1.47 -5.74
C29 -1.51 1.13 -4.77
C30 -2.05 0.47 -3.52
N10 -2.91 3.34 -1.03
C31 -3.89 4.19 -1.72
C32 -3.50 5.66 -1.65
C33 -3.29 6.11 -0.21
C34 -2.30 5.18 0.50
C35 -2.78 3.74 0.38
H29 -5.96 0.37 -1.19
H30 -5.56 2.06 -1.45
H31 -7.31 1.92 0.20
H32 -5.85 2.55 0.94
H33 -7.19 -0.13 1.37
H34 -6.44 0.94 2.54
H35 -5.14 -1.13 0.77
H36 -4.79 -0.74 2.45
H37 -2.93 0.05 1.09
H38 -3.80 1.44 1.69
H39 -4.94 2.18 -3.25
H40 -4.63 0.63 -4.00
H41 -3.32 3.27 -4.77
H42 -4.59 2.44 -5.67
H43 -2.27 2.02 -6.60
H44 -3.09 0.54 -6.11
H45 -0.98 2.05 -4.48
H46 -0.78 0.47 -5.25
H47 -1.26 0.23 -2.83
H48 -2.56 -0.46 -3.80
H49 -4.89 4.08 -1.26
H50 -3.97 3.89 -2.76
H51 -4.27 6.26 -2.14
H52 -2.57 5.79 -2.22
H53 -4.25 6.09 0.32
H54 -2.93 7.14 -0.18
H55 -2.20 5.44 1.55
H56 -1.31 5.26 0.04
H57 -3.74 3.65 0.90
H58 -2.07 3.07 0.87

HOMO-LUMO gap (spin up / spin down): 8.495 / 7.726 eV
net charge: 0
ΔE to the lowest compared entry with this formula, charge and spin: 0.163 eV
spin multiplicity: 4

Here are the Mulliken charges for atoms 1 to 4, given in e:
1 Tc -0.706
2 C -1.863
3 C 1.469
4 C -1.238